i | Entry from OMol25: a 2-piece molecular cluster, C11H18 overall (ωB97M-V/def2-TZVPD).

Results
* HOMO: -0.326 hartree
* structure (SMILES): Cc1ccccc1.CC(C)C
* Kohn-Sham gap: 9.835 eV

Structure (ORCA input):
```
! RIJCOSX wB97M-V def2-TZVPD def2/J DEFGRID3
* xyz 0 1
C 0.2421 -1.2962 -2.5776
C -1.4805 -2.1391 -0.7313
C -0.9684 -1.2064 -1.6473
C -1.9849 -1.8052 0.5202
C -1.5830 0.0870 -1.5285
C -2.3128 -0.5159 0.7525
C -2.2577 0.3766 -0.3119
H -1.3893 -3.2203 -0.8869
H -2.0150 -2.7523 1.2606
H 0.9873 -0.6351 -2.1953
H -0.0473 -1.0199 -3.5437
H -1.1957 0.8550 -2.2877
H -2.6725 -0.2116 1.6856
H -2.6760 1.4173 -0.3157
H 0.5792 -2.3732 -2.6629
C 0.9255 0.8441 1.1661
C 0.8562 2.1877 0.3151
C 1.6377 -0.2223 0.3603
C 1.7387 1.1621 2.4945
H -0.0299 0.5481 1.3831
H 1.8050 2.5719 -0.0279
H 2.2331 -0.6868 0.9961
H 0.9208 -0.9206 -0.2321
H 2.3653 0.2458 -0.3807
H 1.8642 0.3883 3.2232
H 2.6724 1.4320 2.1456
H 1.2329 1.9948 2.8810
H 0.3035 2.9366 0.7813
H 0.2490 1.9575 -0.6358
*
```



ii | Entry from OMol25: a 2-piece molecular cluster, C11H18 overall (ωB97M-V/def2-TZVPD).

Results
* HOMO: -0.332 hartree
* structure (SMILES): Cc1ccccc1.CC(C)C
* Kohn-Sham gap: 10.037 eV

Structure (ORCA input):
```
! RIJCOSX wB97M-V def2-TZVPD def2/J DEFGRID3
* xyz 0 1
C -1.2063 2.5232 -0.3507
C -3.0949 -0.6854 -1.0616
C -2.6889 0.6529 -1.1366
C -2.8099 -1.4237 0.0694
C -1.9435 1.2216 -0.1250
C -2.2166 -0.7886 1.1441
C -1.7561 0.5180 1.0632
H -3.4617 -1.1262 -1.9458
H -2.9833 1.2375 -1.9975
H -3.0114 -2.4841 0.0240
H -1.9261 -1.3113 2.0486
H -1.0370 3.0918 0.5495
H -1.6676 3.0542 -1.1789
H -1.0904 0.9914 1.7704
H -0.1927 2.2273 -0.6342
C 1.8715 -0.4009 -0.1633
C 3.2369 0.0409 -0.6581
C 1.7722 -1.9352 -0.1591
C 1.7277 0.1205 1.2736
H 1.0396 0.0527 -0.7040
H 4.0468 -0.4242 -0.0993
H 2.7314 -2.3362 0.1763
H 1.0734 -2.2629 0.6052
H 1.6310 -2.2827 -1.1784
H 2.5279 -0.2662 1.9033
H 1.9034 1.1975 1.2984
H 3.3664 1.1156 -0.5670
H 3.3708 -0.1920 -1.7197
H 0.7872 -0.1255 1.7533
*
```



Most stable: ii (next structure +46.0 kcal/mol)



i | Entry from OMol25: a 2-piece molecular cluster, C11H18 overall (ωB97M-V/def2-TZVPD).

Results
* HOMO: -0.334 hartree
* structure (SMILES): c1ccccc1.CCCCC
* Kohn-Sham gap: 10.047 eV

Structure (ORCA input):
```
! RIJCOSX wB97M-V def2-TZVPD def2/J DEFGRID3
* xyz 0 1
C -1.2392 2.5456 -0.6188
C -1.1452 0.9595 -0.2839
C -2.4169 0.3234 0.0829
C -2.1778 -1.1763 0.2279
C -3.4787 -1.7624 0.4720
C 2.9464 -1.2387 -0.9929
C 4.2167 -0.6927 -0.6319
C 4.2987 0.0662 0.5871
C 3.1647 0.5016 1.2608
C 1.8829 0.2096 0.7634
C 1.7691 -0.6279 -0.3156
H -2.0445 2.7686 -1.3206
H -1.2032 3.1465 0.4471
H -0.2137 2.8493 -1.1192
H -0.5768 0.5776 0.5604
H -0.9576 0.5177 -1.3324
H -2.7799 0.8491 0.9408
H -3.1423 0.4281 -0.6912
H -1.4198 -1.4172 0.8910
H -1.8838 -1.3949 -0.8073
H -4.0831 -2.0855 -0.5430
H -3.2874 -2.8402 0.8335
H -4.3489 -1.0866 1.1993
H 2.8875 -2.0255 -1.7202
H 5.0068 -0.9744 -1.2820
H 5.2153 0.4739 0.9274
H 3.2436 1.2836 2.0240
H 0.9419 0.6698 1.1698
H 0.8252 -0.8477 -0.7283
*
```



ii | Entry from OMol25: a 2-piece molecular cluster, C11H18 overall (ωB97M-V/def2-TZVPD).

Results
* HOMO: -0.329 hartree
* structure (SMILES): Cc1ccccc1.CC(C)C
* Kohn-Sham gap: 9.966 eV

Structure (ORCA input):
```
! RIJCOSX wB97M-V def2-TZVPD def2/J DEFGRID3
* xyz 0 1
C -1.0228 -1.8892 1.9737
C 1.6663 0.7242 1.6312
C 0.4928 0.0783 1.9934
C 2.4552 0.2348 0.5990
C 0.1681 -1.1613 1.4329
C 2.1769 -1.0146 0.0591
C 0.9865 -1.6122 0.4005
H 2.0038 1.5961 2.1770
H -0.1544 0.4841 2.7633
H 3.1792 0.8792 0.1117
H 2.8749 -1.4679 -0.6324
H -0.8215 -2.2861 2.9689
H -1.4772 -2.6546 1.3474
H 0.6555 -2.4885 -0.1530
H -1.8799 -1.2211 2.0854
C -1.4805 1.0642 -1.4293
C -2.4059 1.8159 -2.3662
C -1.3889 -0.4516 -1.7831
C -0.1128 1.6697 -1.2508
H -1.9287 1.1286 -0.4253
H -2.4048 2.8410 -1.9922
H -0.7220 -0.5838 -2.6344
H -1.1838 -1.0898 -0.9379
H -2.3522 -0.7169 -2.2415
H -0.1616 2.7287 -0.9842
H 0.5711 1.1706 -0.5788
H -3.4180 1.4401 -2.4876
H -2.1198 1.7954 -3.4313
H 0.4595 1.6459 -2.1980
*
```



Most stable: ii (next structure +67.3 kcal/mol)



i | Entry from OMol25: a 10-piece molecular cluster, H20O10 overall (ωB97M-V/def2-TZVPD).

Results
* HOMO: -0.386 hartree
* structure (SMILES): O.O.O.O.O.O.O.O.O.O
* Kohn-Sham gap: 9.916 eV

Structure (ORCA input):
```
! RIJCOSX wB97M-V def2-TZVPD def2/J DEFGRID3
* xyz 0 1
O 2.5834 -0.0455 -1.9019
H 2.7328 -0.8702 -2.3644
H 2.8632 -0.2203 -1.0033
O -2.6825 -0.1937 -2.1830
H -2.6603 -0.7354 -2.9718
H -1.7633 -0.0013 -1.9979
O 2.6281 -0.0374 1.0836
H 2.5300 -0.8167 1.6308
H 3.3310 0.4613 1.5001
O 0.3897 -2.7444 -3.2201
H 1.0148 -3.0725 -3.8666
H 0.9308 -2.4788 -2.4765
O -0.4710 0.1654 -0.4150
H 0.3526 -0.2777 -0.6190
H -0.6389 -0.0508 0.5022
O -0.3246 -0.9889 2.1054
H 0.5021 -1.4447 2.2637
H -0.9916 -1.5649 2.4790
O -3.5796 1.7039 -0.4362
H -3.0828 1.1887 -1.0718
H -2.9525 1.8934 0.2617
O -3.1321 -0.9463 0.9702
H -2.9108 -0.6263 0.0957
H -3.1612 -0.1589 1.5136
O 0.7998 1.3980 3.0638
H 1.0318 2.0331 2.3863
H 0.5928 0.5975 2.5815
O 1.6889 2.6932 0.8820
H 2.3455 3.3094 0.5572
H 2.0338 1.8309 0.6505
*
```



ii | Entry from OMol25: a 10-piece molecular cluster, H20O10 overall (ωB97M-V/def2-TZVPD).

Results
* HOMO: -0.393 hartree
* structure (SMILES): O.O.O.O.O.O.O.O.O.O
* Kohn-Sham gap: 10.593 eV

Structure (ORCA input):
```
! RIJCOSX wB97M-V def2-TZVPD def2/J DEFGRID3
* xyz 0 1
O -0.9993 1.3003 -2.3106
H -1.9403 1.3633 -2.5066
H -0.8203 2.1473 -1.8316
O 0.7187 -0.2987 2.9244
H 1.3717 -0.1877 2.2374
H 0.9917 -1.0307 3.4754
O -0.5853 -1.9557 1.0904
H -1.3403 -2.3337 1.4214
H -0.1843 -1.4487 1.7954
O 2.8177 -0.7197 -1.8646
H 2.7807 -1.5787 -1.3516
H 2.1027 -0.2357 -1.5026
O 1.5737 -3.5007 1.9134
H 0.8447 -2.9207 1.6624
H 1.1627 -4.2477 2.3324
O -2.7543 -0.6447 -0.4796
H -2.1953 -0.1067 -1.0246
H -2.2463 -1.3437 -0.1096
O 0.8727 2.0483 1.3124
H 1.3937 2.7293 0.9404
H 0.8237 1.4253 0.5584
O 0.3427 2.5973 -4.2896
H -0.1913 2.0613 -3.6926
H -0.3373 3.2053 -4.6516
O -1.7953 1.0433 1.6914
H -0.9013 1.3233 1.8334
H -2.2623 1.5933 2.3194
O 0.5837 0.0403 -0.5286
H 0.0677 -0.6767 -0.0756
H 0.1047 0.3533 -1.2886
*
```



Most stable: i (next structure +2.8 kcal/mol)



i | Entry from OMol25: a 10-piece molecular cluster, H20O10 overall (ωB97M-V/def2-TZVPD).

Results
* HOMO: -0.391 hartree
* structure (SMILES): O.O.O.O.O.O.O.O.O.O
* Kohn-Sham gap: 10.604 eV

Structure (ORCA input):
```
! RIJCOSX wB97M-V def2-TZVPD def2/J DEFGRID3
* xyz 0 1
O -0.4892 2.0483 -1.0653
H -1.3550 2.0664 -1.5194
H 0.0530 2.7317 -1.3803
O -0.7726 -0.5216 3.0768
H -0.4820 -0.6008 3.9691
H -1.5414 -1.1329 3.2138
O 2.6247 -1.6573 -0.9620
H 2.5053 -1.8288 -1.9092
H 1.7548 -1.4339 -0.6618
O 0.2575 -0.6547 -3.4339
H -0.4268 -1.0903 -2.9265
H 0.6254 -0.0032 -2.8156
O 0.1067 -0.5625 -0.0948
H 0.1100 -0.4342 0.8089
H -0.0986 0.2458 -0.6058
O 2.0758 1.0383 -2.4224
H 2.2429 1.4633 -1.5667
H 2.6427 1.3871 -3.0395
O -1.3850 2.0718 1.9310
H -1.1853 1.1930 2.2327
H -0.9620 2.1555 1.0690
O -3.1633 0.7258 -0.1646
H -3.1932 0.6405 0.7561
H -2.7769 -0.0801 -0.5789
O -2.2844 -2.1496 0.3648
H -2.3254 -2.4847 1.2791
H -1.3600 -1.9302 0.2441
O 2.5908 -0.3355 2.2126
H 2.8557 -1.1156 1.6966
H 3.3560 0.2487 2.2923
*
```



ii | Entry from OMol25: a 10-piece molecular cluster, H20O10 overall (ωB97M-V/def2-TZVPD).

Results
* HOMO: -0.372 hartree
* structure (SMILES): O.O.O.O.O.O.O.O.O.O
* Kohn-Sham gap: 9.920 eV

Structure (ORCA input):
```
! RIJCOSX wB97M-V def2-TZVPD def2/J DEFGRID3
* xyz 0 1
O 2.7351 1.3407 -0.0714
H 2.3450 2.0687 -0.5959
H 3.6878 1.2620 -0.1285
O -0.2074 2.7884 -2.0167
H 0.1494 3.6020 -2.3551
H -0.4111 2.0128 -2.5293
O 0.1485 -0.2681 -1.6067
H -0.7678 -0.0723 -1.3584
H 0.6961 0.1910 -0.9560
O 1.5030 2.8049 3.0301
H 2.2881 2.7904 2.4658
H 1.0077 1.9470 2.9881
O -2.6057 0.7934 1.2211
H -2.2662 0.0724 1.7599
H -2.8453 1.5117 1.8090
O 1.3250 -2.5425 1.2631
H 0.3506 -2.3748 1.2755
H 1.2913 -2.9023 0.3005
O -1.2904 -2.2146 0.8860
H -1.8816 -2.0897 0.1282
H -1.6847 -2.9963 1.3160
O 0.8225 -2.8342 -2.2975
H 0.8748 -1.9412 -1.9346
H 0.7364 -2.8930 -3.2486
O -3.1270 -0.1612 -3.1067
H -3.5208 -0.0844 -2.2322
H -2.2917 0.3444 -2.9787
O 0.7462 0.3051 2.7873
H 1.3074 -0.4526 2.9659
H 0.0369 0.0648 2.1883
*
```



Most stable: i (next structure +18.6 kcal/mol)